# 1
Density functional theory data (wB97M-V/def2-TZVPD) for C23H25N7O11PV as an isolated structure in a non-equilibrium geometry.

Computed properties:
⟨S²⟩: 0.775
Relative energy (zero: lowest compared OMol25 entry of this formula, charge and spin): 45.66 kcal per mole
Multiplicity: 2
LUMO level (spin up / spin down): -4.186 / -3.820 eV
Total charge: +1

The geometry in XYZ format:
```
68
Properties=species:S:1:pos:R:3:mulliken_spin:R:1
V 0.51 0.89 -1.01 1.16
O 2.62 3.72 -0.33 0.00
C 1.47 3.40 -0.81 -0.01
O 1.31 2.36 -1.49 -0.02
C 0.31 4.38 -0.72 0.00
O -0.87 3.68 -0.35 0.00
C -1.15 3.67 1.04 0.00
C -0.03 2.98 1.78 0.00
O -0.08 2.93 3.06 0.00
O 0.93 2.57 1.12 0.00
H 3.13 2.86 -0.21 0.00
H 0.54 5.20 -0.04 0.00
H 0.13 4.78 -1.72 0.00
H -1.27 4.68 1.44 0.00
H -2.09 3.14 1.17 0.00
O 0.69 -2.55 -0.05 0.00
C -0.26 -2.85 0.64 0.00
C -1.43 -2.01 0.87 -0.01
C -2.50 -2.56 1.58 0.00
C -3.61 -1.80 1.86 0.00
C -3.67 -0.46 1.52 0.00
C -2.61 0.11 0.85 -0.01
C -1.49 -0.65 0.48 -0.01
O -0.53 -0.05 -0.23 -0.05
N -4.75 -2.41 2.56 0.00
O -4.58 -3.51 3.04 0.00
O -5.78 -1.76 2.60 0.00
H -0.28 -3.81 1.17 0.00
H -2.48 -3.60 1.89 0.00
H -4.55 0.12 1.78 0.00
H -2.62 1.16 0.58 0.00
N 2.78 -3.53 -4.95 0.01
C 2.72 -2.83 -4.03 0.00
N 2.72 -2.08 -2.95 0.03
C 2.08 -1.12 -2.52 0.07
N 1.60 -0.19 -1.96 -0.06
C -0.81 1.09 -2.71 -0.09
C -1.56 -0.17 -2.89 0.01
C -2.84 -0.34 -2.36 -0.02
C -3.41 -1.60 -2.26 0.01
C -2.71 -2.72 -2.70 -0.01
C -1.51 -2.54 -3.40 0.01
C -0.96 -1.28 -3.51 0.00
C -3.16 -4.03 -2.35 0.00
N -3.48 -5.06 -1.97 -0.01
H -1.46 1.93 -2.47 0.00
H -0.19 1.31 -3.58 0.00
H -3.39 0.52 -2.00 0.00
H -4.39 -1.73 -1.80 0.00
H -1.01 -3.40 -3.82 0.00
H -0.04 -1.15 -4.05 0.00
N 2.68 2.43 3.57 0.00
C 3.34 1.17 3.20 0.00
P 2.71 0.40 1.63 0.01
O 1.29 -0.04 1.70 0.00
O 3.23 1.08 0.38 0.00
C 3.75 -1.17 1.67 0.00
N 3.68 -1.65 0.26 0.00
H 3.04 2.75 4.47 0.00
H 0.87 2.62 3.38 0.00
H 2.92 3.13 2.88 0.00
H 3.14 0.43 3.98 0.00
H 4.42 1.28 3.09 0.00
H 3.32 -1.91 2.35 0.00
H 4.78 -0.97 1.94 0.00
H 2.71 -2.02 0.07 0.00
H 4.37 -2.36 0.01 0.00
H 3.77 -0.81 -0.33 0.00
```

---

# 2
Density functional theory data (wB97M-V/def2-TZVPD) for a 2-piece molecular cluster, C23H25NO3S overall in a non-equilibrium geometry.

Computed properties:
Relative energy (zero: lowest compared OMol25 entry of this formula, charge and spin): 115.23 kcal per mole
LUMO level: -1.933 eV
Total charge: 0

The geometry in XYZ format:
```
53
Properties=species:S:1:pos:R:3:mulliken_charge:R:1
C 5.55 -2.25 -2.33 -0.83
O 4.88 -1.00 -2.07 -0.41
C 3.54 -0.89 -2.30 0.87
C 2.95 0.35 -1.98 -0.70
C 1.59 0.50 -2.04 -0.26
C 0.74 -0.61 -2.34 -0.14
C -0.69 -0.42 -2.24 -0.17
N -1.58 -1.35 -1.92 0.22
C -2.98 -1.22 -2.32 -0.88
C -1.17 -2.60 -1.27 -0.98
C 1.36 -1.80 -2.82 -0.71
C 2.73 -1.96 -2.77 -0.34
H 6.59 -2.06 -2.07 0.24
H 5.14 -3.06 -1.71 0.35
H 5.47 -2.52 -3.39 0.34
H 3.62 1.16 -1.66 0.44
H 1.14 1.48 -1.86 0.28
H -1.12 0.55 -2.54 0.52
H -3.55 -2.05 -1.92 0.30
H -3.40 -0.27 -1.96 0.37
H -3.08 -1.21 -3.42 0.35
H -2.07 -3.09 -0.88 0.38
H -0.68 -3.28 -1.98 0.29
H -0.48 -2.39 -0.44 0.42
H 0.75 -2.58 -3.27 0.55
H 3.18 -2.91 -3.08 0.39
C -2.51 4.85 -0.72 -0.41
C -1.30 4.21 -1.03 -0.61
C -0.69 3.41 -0.07 -0.28
C -1.28 3.24 1.18 -0.32
S -0.41 2.18 2.36 1.28
C -0.92 0.54 1.99 -0.64
C -0.65 -0.45 2.98 1.04
C -1.32 -1.71 2.86 -0.66
C -0.97 -2.78 3.68 -0.53
C 0.00 -2.62 4.67 -0.43
C 0.58 -1.35 4.89 -0.61
C 0.24 -0.28 4.10 -0.59
O 1.01 2.35 2.13 -0.64
O -1.00 2.59 3.63 -0.70
C -2.47 3.89 1.50 -0.28
C -3.09 4.70 0.54 -0.52
H -2.98 5.49 -1.47 0.36
H -0.83 4.32 -2.00 0.40
H 0.25 2.91 -0.27 0.48
H -1.86 0.52 1.43 0.28
H -2.11 -1.79 2.13 0.34
H -1.45 -3.75 3.52 0.34
H 0.32 -3.47 5.27 0.33
H 1.32 -1.22 5.69 0.34
H 0.65 0.70 4.34 0.32
H -2.92 3.76 2.48 0.45
H -4.03 5.21 0.78 0.36
```

---

# 3
Density functional theory data (wB97M-V/def2-TZVPD) for C23H26Br2N4NdO9 as an isolated structure in a non-equilibrium geometry.

Computed properties:
⟨S²⟩: 3.753
Relative energy (zero: lowest compared OMol25 entry of this formula, charge and spin): 37.98 kcal per mole
Multiplicity: 4
LUMO level (spin up / spin down): 2.330 / 2.330 eV
Total charge: -1

The geometry in XYZ format:
```
65
Properties=species:S:1:pos:R:3:mulliken_spin:R:1
Nd -2.87 -17.73 -5.43 3.01
O -2.24 -16.98 -7.59 0.00
C -1.77 -18.09 -8.47 0.00
C -2.70 -19.23 -8.55 0.00
N -3.06 -19.82 -7.30 -0.01
C -4.47 -20.25 -7.40 0.00
C -5.44 -19.06 -7.07 0.00
O -6.68 -19.25 -7.18 0.00
O -4.89 -17.92 -6.75 0.00
C -2.04 -20.86 -6.90 0.00
C -0.88 -20.08 -6.33 0.00
O 0.24 -20.32 -6.78 0.00
O -1.10 -19.23 -5.32 0.00
H -3.10 -16.67 -7.84 0.00
H -0.75 -18.24 -8.14 0.00
H -1.66 -17.67 -9.55 0.00
H -2.18 -19.95 -9.20 0.00
H -3.61 -18.77 -8.94 0.00
H -4.59 -21.11 -6.68 0.00
H -4.64 -20.65 -8.40 0.00
H -1.74 -21.48 -7.80 0.00
H -2.44 -21.50 -6.07 0.00
C 1.19 -14.71 -4.79 0.00
C -0.20 -15.20 -4.98 0.00
N -0.52 -16.48 -5.18 0.00
O 0.59 -17.27 -4.86 0.00
C -1.39 -14.40 -5.08 0.00
C -1.54 -12.90 -4.90 0.00
N -2.47 -15.13 -5.42 0.00
O -3.40 -14.64 -6.09 -0.01
H 1.57 -15.05 -3.77 0.00
H 1.25 -13.56 -4.93 0.00
H 1.82 -15.26 -5.58 0.00
H 0.21 -18.19 -4.92 0.00
H -1.57 -12.56 -3.86 0.00
H -2.45 -12.57 -5.42 0.00
H -0.68 -12.38 -5.40 0.00
C 3.03 -22.51 -5.51 0.00
C 2.79 -21.81 -4.20 0.00
C 3.22 -22.38 -2.97 0.00
C 2.96 -21.64 -1.83 0.00
C 2.63 -20.24 -1.92 0.00
Br 2.88 -19.27 -0.31 0.00
N 2.30 -19.68 -3.07 0.00
C 2.31 -20.50 -4.19 0.00
H 2.15 -22.42 -6.26 0.00
H 3.31 -23.53 -5.38 0.00
H 3.88 -22.06 -6.04 0.00
H 3.46 -23.42 -3.01 0.00
H 3.11 -22.07 -0.83 0.00
H 2.07 -19.97 -5.12 0.00
Br -7.99 -20.53 -0.11 0.00
C -6.25 -19.81 -0.28 0.00
C -5.57 -19.31 0.88 0.00
C -4.48 -18.41 0.73 0.00
C -3.95 -18.09 -0.50 0.00
C -4.53 -18.71 -1.62 0.00
C -5.66 -19.55 -1.53 0.00
C -4.16 -18.33 -3.06 0.00
O -3.43 -17.25 -3.19 0.00
O -4.46 -19.00 -4.05 0.00
H -5.77 -19.65 1.93 0.00
H -4.17 -17.92 1.66 0.00
H -3.15 -17.37 -0.52 0.00
H -6.05 -19.92 -2.44 0.00
```

---

# 4
Density functional theory data (wB97M-V/def2-TZVPD) for C23H26Br3FN2OS in the gas phase.

Computed properties:
Structure (SMILES): CC(=O)N(C)c1ccc(C[C@@H](C)Br)c2c1N([C@H](C)F)c1cc([C@H](Br)[C@@H](C)Br)ccc1S2
LUMO level: 0.486 eV
Total charge: 0

The geometry in XYZ format:
```
57
Properties=species:S:1:pos:R:3:mulliken_charge:R:1
C 2.57 -4.17 -1.30 -1.15
C 2.01 -3.03 -2.11 0.48
O 1.87 -3.09 -3.31 -0.54
N 1.67 -1.85 -1.35 0.41
C 2.01 -0.62 -2.10 -1.14
C 0.33 -1.88 -0.86 0.13
C -0.58 -2.87 -1.23 -0.67
C -1.86 -2.89 -0.71 -0.78
C -2.31 -1.93 0.18 0.91
C -3.72 -1.93 0.72 -0.86
C -4.76 -2.51 -0.25 -0.35
C -5.00 -4.02 -0.09 -1.15
Br -6.44 -1.55 -0.03 -0.18
C -1.38 -0.96 0.58 0.59
C -0.08 -0.94 0.09 -1.66
N 0.87 0.03 0.56 1.06
C 1.63 -0.32 1.77 0.57
C 1.45 -1.74 2.23 -1.21
F 1.31 0.55 2.80 -0.37
C 0.33 1.36 0.54 -1.25
C 1.06 2.38 -0.04 -0.42
C 0.57 3.68 -0.06 0.19
C 1.30 4.86 -0.64 -0.67
Br 2.64 4.36 -1.96 -0.13
C 1.87 5.76 0.49 0.08
C 3.36 5.71 0.74 -1.51
Br 1.37 7.62 0.14 -0.14
C -0.68 3.93 0.51 -0.56
C -1.43 2.91 1.07 -0.86
C -0.92 1.61 1.08 1.30
S -1.84 0.28 1.76 -0.35
H 3.18 -4.78 -1.95 0.44
H 3.12 -3.83 -0.43 0.29
H 1.73 -4.79 -0.97 0.26
H 2.82 -0.84 -2.79 0.48
H 2.34 0.14 -1.40 0.31
H 1.15 -0.24 -2.66 0.28
H -0.30 -3.63 -1.95 0.54
H -2.52 -3.68 -1.05 0.19
H -3.99 -0.89 0.92 0.74
H -3.78 -2.47 1.66 0.28
H -4.42 -2.31 -1.27 0.58
H -4.61 -4.38 0.86 0.29
H -4.52 -4.58 -0.89 0.27
H -6.06 -4.26 -0.13 0.44
H 2.69 -0.14 1.55 0.29
H 1.80 -2.44 1.48 0.14
H 0.41 -1.95 2.50 0.25
H 2.06 -1.86 3.13 0.44
H 2.03 2.15 -0.47 0.40
H 0.61 5.45 -1.23 0.65
H 1.34 5.48 1.40 0.48
H 3.68 4.67 0.86 0.34
H 3.59 6.22 1.68 0.44
H 3.92 6.19 -0.05 0.43
H -1.07 4.94 0.50 0.48
H -2.41 3.10 1.48 0.46
```